[1]
The following is a DFT calculation (ωB97M-V/def2-TZVPD) of a molecular structure, C53H43BBrF4MnN4O6SSi2 at a distorted geometry.

Properties
Strongest force on any atom, eV/A: 2.3
E_tot, eV: -213417.75291
2S+1: 4
Net charge: -1

Geometry as XYZ:
```
116
Properties=species:S:1:pos:R:3:mulliken_charge:R:1
Mn 0.04 0.19 -1.00 -0.463
N 1.86 -6.02 -5.38 -0.622
C 2.06 -4.71 -4.91 1.084
C 1.25 -4.25 -3.86 -1.305
C 1.45 -2.96 -3.37 -0.115
C 2.48 -2.21 -3.87 -0.075
C 3.32 -2.67 -4.86 -0.600
C 3.15 -3.96 -5.35 -0.812
S 2.90 -0.71 -3.05 0.693
O 3.59 0.06 -4.05 -0.729
O 3.53 -1.10 -1.81 -0.423
N 1.52 0.00 -2.63 0.349
C 1.09 1.12 -3.21 0.524
N 1.37 1.76 -4.37 -0.625
C 0.66 2.84 -4.59 -0.592
C -0.40 3.31 -3.75 -1.001
C -0.61 2.63 -2.62 0.169
N 0.16 1.61 -2.33 1.153
H 0.93 -6.40 -5.18 0.262
H 2.06 -6.11 -6.36 0.245
H 0.43 -4.86 -3.53 0.332
H 0.80 -2.62 -2.58 0.312
H 4.10 -2.03 -5.22 0.504
H 3.82 -4.40 -6.10 0.267
H 0.92 3.40 -5.48 0.456
H -0.91 4.22 -3.95 0.496
H -1.35 2.91 -1.88 0.425
Br -7.87 1.01 -2.52 -0.249
C -6.01 0.65 -2.78 -0.279
C -5.61 -0.06 -3.91 -0.533
C -4.25 -0.31 -4.09 -0.610
C -3.32 0.05 -3.11 -0.152
C -3.74 0.74 -1.97 0.965
C -5.10 1.07 -1.81 -0.317
C -1.85 -0.24 -3.31 -0.373
O -1.34 -0.24 -4.42 -0.693
O -1.19 -0.54 -2.20 1.229
H -6.33 -0.42 -4.65 0.387
H -3.86 -0.81 -4.97 0.475
H -3.02 1.07 -1.23 -0.290
H -5.44 1.56 -0.93 0.359
O 1.41 0.31 0.19 0.050
Si 2.32 -0.60 1.22 -1.567
C 4.16 -0.19 0.92 0.750
C 4.46 1.03 0.34 -0.266
C 5.78 1.44 0.15 -0.852
C 6.80 0.58 0.52 -0.540
C 6.52 -0.66 1.06 -0.814
C 5.21 -1.02 1.31 -0.202
C 2.08 -2.42 1.18 1.507
C 2.89 -3.22 0.35 -0.024
C 2.71 -4.60 0.25 -1.147
C 1.73 -5.18 1.04 -0.605
C 0.94 -4.44 1.92 -0.854
C 1.11 -3.07 1.95 0.008
C 2.05 -0.04 2.99 1.324
C 2.13 -0.94 4.10 -0.720
C 2.12 -0.47 5.41 -0.803
C 2.03 0.90 5.62 -0.672
C 1.92 1.80 4.56 -0.739
C 1.94 1.33 3.25 -0.519
H 3.67 1.65 -0.05 0.202
H 6.02 2.38 -0.32 0.407
H 7.83 0.89 0.40 0.358
H 7.30 -1.33 1.36 0.426
H 5.02 -1.94 1.83 0.381
H 3.62 -2.73 -0.28 0.461
H 3.24 -5.19 -0.44 0.523
H 1.52 -6.24 0.92 0.313
H 0.17 -4.90 2.48 0.457
H 0.45 -2.46 2.54 0.550
H 2.25 -1.99 3.95 0.385
H 2.09 -1.15 6.26 0.377
H 1.94 1.23 6.62 0.426
H 1.84 2.84 4.77 0.550
H 1.87 2.03 2.43 0.447
O -1.05 1.29 -0.10 1.642
Si -1.82 1.73 1.34 -1.826
C -0.75 3.00 2.20 1.128
C 0.24 3.69 1.51 -0.502
C 0.94 4.72 2.11 -0.577
C 0.66 5.05 3.43 -0.535
C -0.37 4.43 4.11 -1.080
C -1.08 3.41 3.49 -0.126
C -2.22 0.26 2.43 1.306
C -1.58 0.01 3.64 -0.084
C -1.91 -1.10 4.40 -0.667
C -2.90 -1.99 3.98 -0.976
C -3.56 -1.72 2.79 -0.983
C -3.23 -0.61 2.03 0.255
C -3.39 2.64 1.00 1.318
C -4.60 2.29 1.59 -0.390
C -5.77 2.99 1.32 -0.815
C -5.70 4.08 0.47 -0.543
C -4.52 4.43 -0.17 -0.740
C -3.36 3.74 0.13 -0.322
H 0.51 3.36 0.52 0.187
H 1.77 5.22 1.61 0.412
H 1.26 5.83 3.89 0.360
H -0.61 4.75 5.12 0.367
H -1.93 2.92 3.97 0.344
H -0.79 0.68 3.97 0.102
H -1.45 -1.32 5.34 0.476
H -3.11 -2.85 4.57 0.408
H -4.32 -2.38 2.39 0.412
H -3.77 -0.46 1.09 0.342
H -4.70 1.42 2.22 0.328
H -6.70 2.71 1.79 0.457
H -6.57 4.73 0.28 0.330
H -4.46 5.29 -0.83 0.423
H -2.39 4.00 -0.30 0.154
F -0.61 -1.30 0.07 -0.130
B -1.50 -2.59 -0.19 -0.435
F -1.55 -3.17 1.01 -0.114
F -2.69 -2.14 -0.64 -0.100
F -0.80 -3.26 -1.15 -0.212
```



[2]
The following is a DFT calculation (ωB97M-V/def2-TZVPD) of a molecular structure, C53H44CoN8PS at a distorted geometry.

Properties
Strongest force on any atom, eV/A: 3.6
E_tot, eV: -125335.99212
2S+1: 5
Net charge: +2

Geometry as XYZ:
```
108
Properties=species:S:1:pos:R:3:mulliken_charge:R:1
Co 0.05 0.17 0.86 -0.024
C -2.32 0.23 -3.89 -0.886
N -2.30 0.10 -2.46 0.455
C -1.35 0.61 -1.65 -0.332
N -1.58 0.26 -0.39 0.542
C -2.71 -0.50 -0.38 -0.793
C -3.17 -0.61 -1.69 0.829
C -4.33 -1.32 -2.22 -0.921
C -4.44 -2.70 -2.04 0.068
C -5.56 -3.36 -2.52 -0.840
C -6.57 -2.65 -3.15 -0.457
C -6.46 -1.28 -3.32 -0.942
C -5.34 -0.61 -2.87 0.099
C -3.33 -0.98 0.85 0.884
C -2.58 -1.13 2.02 0.105
C -3.17 -1.58 3.18 -1.396
C -4.52 -1.89 3.21 -0.595
C -5.28 -1.73 2.06 -0.911
C -4.70 -1.28 0.89 -0.471
P -0.01 1.71 -2.24 -0.558
C 1.37 0.59 -1.79 -0.723
N 1.51 0.08 -0.57 0.117
C 2.66 -0.65 -0.56 -1.056
C 3.22 -0.59 -1.83 0.803
N 2.39 0.19 -2.58 0.477
C 2.56 0.54 -3.96 -0.996
C 4.50 -1.13 -2.31 -0.290
C 5.69 -0.75 -1.68 0.062
C 6.89 -1.24 -2.14 -0.874
C 6.93 -2.12 -3.21 -0.434
C 5.75 -2.51 -3.82 -0.841
C 4.54 -2.01 -3.38 -0.135
C 3.10 -1.29 0.66 1.163
C 2.57 -0.85 1.88 0.713
C 3.04 -1.34 3.08 -1.019
C 4.05 -2.30 3.08 -0.659
C 4.54 -2.79 1.88 -1.028
C 4.07 -2.30 0.68 -0.217
C 0.07 2.73 -0.71 -0.740
N 0.14 2.25 0.52 0.366
C 0.09 3.31 1.38 -0.621
C 0.00 4.47 0.63 0.440
N -0.01 4.08 -0.68 0.460
C -0.11 4.96 -1.81 -0.921
C -0.13 5.88 1.02 -0.172
C -1.17 6.28 1.87 0.043
C -1.33 7.61 2.19 -0.832
C -0.45 8.56 1.69 -0.407
C 0.61 8.16 0.88 -0.852
C 0.77 6.83 0.55 -0.176
C 0.16 3.11 2.82 0.603
C -0.11 1.84 3.34 0.693
C -0.09 1.61 4.69 -0.819
C 0.21 2.65 5.56 -0.654
C 0.52 3.90 5.06 -0.852
C 0.50 4.13 3.70 -0.458
H -1.36 -0.07 -4.30 0.308
H -2.52 1.26 -4.18 0.337
H -3.09 -0.41 -4.31 0.435
H -3.66 -3.24 -1.53 0.631
H -5.66 -4.42 -2.39 0.459
H -7.45 -3.16 -3.51 0.429
H -7.26 -0.73 -3.79 0.436
H -5.26 0.46 -2.98 0.487
H -1.50 -0.92 1.98 0.733
H -2.58 -1.70 4.08 0.478
H -4.98 -2.25 4.11 0.438
H -6.34 -1.95 2.08 0.471
H -5.31 -1.14 0.01 0.572
H 3.62 0.55 -4.21 0.385
H 2.13 1.53 -4.16 0.392
H 2.06 -0.19 -4.61 0.346
H 5.66 -0.07 -0.84 0.498
H 7.81 -0.92 -1.67 0.448
H 7.88 -2.51 -3.55 0.438
H 5.78 -3.20 -4.65 0.425
H 3.62 -2.32 -3.86 0.486
H 1.80 -0.06 1.88 0.266
H 2.66 -0.95 4.01 0.552
H 4.44 -2.65 4.02 0.444
H 5.31 -3.54 1.89 0.497
H 4.45 -2.70 -0.25 0.729
H -0.79 5.78 -1.58 0.360
H -0.49 4.41 -2.67 0.403
H 0.87 5.38 -2.06 0.349
H -1.86 5.54 2.26 0.479
H -2.14 7.92 2.83 0.435
H -0.58 9.60 1.93 0.432
H 1.31 8.89 0.51 0.420
H 1.60 6.52 -0.06 0.504
H -0.39 1.02 2.64 0.198
H -0.33 0.63 5.08 0.535
H 0.22 2.47 6.63 0.435
H 0.77 4.71 5.73 0.461
H 0.77 5.10 3.31 0.654
C -1.41 -7.16 0.55 -1.230
C -0.31 -6.16 0.46 0.897
C 1.04 -6.51 0.60 -1.000
C 1.93 -5.45 0.55 -0.082
N 1.56 -4.21 0.34 -0.084
C 0.26 -3.95 0.17 0.000
S -0.26 -2.40 -0.29 0.263
N -0.66 -4.91 0.26 -0.411
H -1.02 -8.17 0.61 0.370
H -2.07 -7.06 -0.31 0.309
H -2.00 -6.95 1.44 0.293
H 1.36 -7.53 0.74 0.399
H 3.00 -5.60 0.67 0.470
```